No. 1
{"formula": "C51H48BN4O4P2V", "method": "ωB97M-V/def2-TZVPD", "spin_multiplicity": 3, "homo_energy_ha": [-0.27807, -0.27933], "orbital_gap_ev": [7.54, 7.82], "s2": 2.013, "species": ["V", "O", "C", "C", "C", "C", "C", "C", "C", "N", "C", "C", "N", "H", "H", "H", "H", "H", "H", "H", "C", "O", "C", "C", "C", "C", "C", "C", "O", "C", "O", "C", "H", "H", "H", "H", "H", "H", "H", "H", "H", "C", "N", "C", "P", "C", "C", "C", "C", "C", "C", "C", "C", "C", "C", "C", "C", "C", "C", "C", "C", "C", "C", "P", "C", "C", "C", "C", "C", "C", "C", "C", "C", "C", "C", "C", "H", "H", "H", "H", "H", "H", "H", "H", "H", "H", "H", "H", "H", "H", "H", "H", "H", "H", "H", "H", "H", "H", "H", "H", "H", "H", "H", "H", "H", "B", "C", "N", "H", "H", "H"], "coordinates": [[1.37334, 0.35452, -0.43579], [2.91800, -0.29064, 0.51356], [3.72294, 0.02960, 1.52421], [4.77285, -0.77987, 1.88737], [5.66426, -0.42644, 2.84815], [5.48285, 0.76841, 3.54023], [4.41305, 1.55816, 3.32282], [3.54648, 1.20383, 2.25216], [2.36842, 2.03615, 2.01132], [1.45629, 1.91135, 1.06315], [0.56884, 2.96246, 1.21541], [0.96535, 3.72411, 2.25850], [2.11837, 3.14699, 2.76129], [4.74638, -1.77275, 1.45473], [6.54392, -1.00503, 3.08836], [6.25106, 1.11825, 4.23300], [4.40597, 2.47412, 3.89292], [-0.29748, 3.06997, 0.55331], [0.50472, 4.59244, 2.69435], [2.50329, 3.34027, 3.65422], [-2.85858, 4.29635, -4.18414], [-1.55871, 4.80553, -4.40436], [-0.47865, 4.07957, -3.96015], [0.80931, 4.33456, -4.62184], [1.91358, 3.70124, -4.07181], [1.86131, 2.81403, -2.96567], [3.01292, 1.97195, -2.60156], [4.41573, 2.08903, -3.18969], [2.96720, 1.17511, -1.65059], [0.56109, 2.45961, -2.42254], [0.22110, 1.61412, -1.48662], [-0.59388, 3.17987, -2.94394], [-3.47395, 4.70722, -4.99090], [-3.21317, 4.69356, -3.19685], [-2.92914, 3.22634, -4.18830], [1.04817, 5.04956, -5.39191], [2.82380, 3.98468, -4.54201], [4.85792, 1.03039, -3.23804], [4.98942, 2.78949, -2.50560], [4.41325, 2.53792, -4.23898], [-1.48391, 2.86084, -2.39683], [-1.29200, -1.16222, 2.36256], [-2.30050, -1.65679, 1.45790], [-1.89764, -2.06327, 0.12233], [-1.35689, -0.71600, -1.02726], [-1.34004, -1.43695, -2.67277], [-1.59595, -2.77388, -2.97276], [-1.54952, -3.25769, -4.26585], [-1.17117, -2.45620, -5.33908], [-0.86965, -1.13506, -5.03734], [-1.02328, -0.64382, -3.75654], [-2.72097, 0.53078, -1.00401], [-2.84585, 1.40451, 0.07305], [-3.86164, 2.29960, 0.12325], [-4.68139, 2.46228, -0.97780], [-4.52754, 1.64104, -2.11851], [-3.52797, 0.72418, -2.12961], [-3.58447, -1.13253, 1.60644], [-4.55444, -1.23384, 0.53672], [-5.87240, -0.89372, 0.81682], [-6.30722, -0.55672, 2.10459], [-5.38595, -0.47974, 3.09794], [-4.06582, -0.75112, 2.86727], [0.45262, -1.15556, 1.80972], [1.18061, -0.55369, 3.50240], [1.92004, -1.41291, 4.33447], [2.22896, -1.08565, 5.63565], [1.93487, 0.21902, 6.08139], [1.19059, 1.06889, 5.30144], [0.81726, 0.70875, 4.04425], [0.88589, -2.93185, 1.66311], [-0.09453, -3.85632, 1.99966], [0.00484, -5.20393, 1.69511], [1.20151, -5.62196, 1.12941], [2.20983, -4.70954, 0.76851], [2.03532, -3.35024, 1.01471], [-1.32487, -1.65343, 3.30732], [-1.57219, -0.11787, 2.57583], [-2.69433, -2.72622, -0.31770], [-1.06449, -2.73274, 0.36161], [-1.92510, -3.46287, -2.19772], [-1.70861, -4.29994, -4.49029], [-1.09763, -2.77352, -6.34503], [-0.48538, -0.45640, -5.78239], [-0.89687, 0.41546, -3.64141], [-2.09687, 1.38939, 0.87629], [-3.98578, 2.94478, 0.97371], [-5.44076, 3.26501, -0.97311], [-4.99572, 1.90084, -3.02342], [-3.29444, 0.23876, -3.04473], [-4.30964, -1.73109, -0.40627], [-6.61719, -1.00465, 0.01580], [-7.33093, -0.45332, 2.34736], [-5.70069, -0.23646, 4.07848], [-3.38009, -0.81617, 3.71419], [2.26274, -2.38206, 3.89744], [2.84261, -1.73462, 6.24896], [2.20651, 0.56091, 7.05941], [0.89812, 2.04350, 5.69244], [0.19400, 1.34642, 3.43515], [-0.91148, -3.49878, 2.49501], [-0.82772, -5.80701, 1.96047], [1.29593, -6.62277, 0.73125], [3.01517, -4.98478, 0.12145], [2.71444, -2.56714, 0.66980], [2.84641, -3.44959, -2.57285], [2.01518, -2.21311, -2.13893], [1.49813, -1.33844, -1.57574], [2.30634, -4.31158, -1.94145], [4.02505, -3.26737, -2.33892], [2.57100, -3.70791, -3.76010]]}

No. 2
{"formula": "H28O14", "method": "ωB97M-V/def2-TZVPD", "homo_energy_ha": -0.34959, "orbital_gap_ev": 9.41, "species": ["H", "H", "H", "H", "H", "H", "H", "H", "H", "H", "H", "H", "H", "H", "H", "H", "H", "H", "H", "H", "H", "H", "H", "H", "H", "H", "H", "H", "O", "O", "O", "O", "O", "O", "O", "O", "O", "O", "O", "O", "O", "O"], "coordinates": [[-0.20565, 0.98038, -0.21208], [-0.03614, -0.42179, 0.34936], [-1.28844, -0.34489, -2.14299], [-1.17661, -1.19177, -3.40010], [3.60973, -2.05495, 2.38118], [4.04658, -1.83626, 0.94195], [-3.56404, 3.40233, -0.23820], [-3.66753, 4.06644, 1.12499], [2.85635, 2.78429, -1.46882], [3.61824, 3.30334, -0.26045], [0.89228, 3.24617, -2.41946], [0.93586, 3.60656, -0.94357], [3.38636, -0.24544, -2.54058], [4.54314, -0.74255, -1.68925], [0.95404, -3.67236, -1.13746], [1.76766, -4.89446, -0.74433], [2.84906, 1.46401, 3.72885], [3.71285, 1.77671, 2.51802], [-2.62852, -4.51043, 1.34720], [-2.84782, -3.74798, 0.05082], [-3.58574, 0.45617, 1.51436], [-4.35847, -0.72126, 0.94288], [-2.02955, 3.19893, 1.36361], [-2.94327, 2.94072, 2.55040], [1.54341, -0.92307, -0.40789], [1.73251, -2.19274, 0.40588], [-4.16118, -2.44290, -0.09543], [-4.22580, -2.19994, -1.59437], [0.40179, 0.43544, 0.30079], [-1.78904, -0.62522, -2.91746], [3.33077, -2.20596, 1.47103], [-4.19254, 3.59896, 0.46559], [3.57828, 3.37282, -1.22095], [1.05011, 3.98599, -1.82219], [3.70762, -0.26547, -1.63208], [1.76430, -3.93246, -0.68488], [3.64916, 1.18024, 3.27244], [-2.42921, -3.67195, 0.91567], [-3.71676, -0.04401, 0.70094], [-2.75173, 2.63232, 1.65755], [1.28065, -1.34149, 0.41967], [-3.61272, -2.20246, -0.85065]]}

No. 3
{"formula": "C3H7O2", "method": "ωB97M-V/def2-TZVPD", "homo_energy_ha": [-0.65242, -0.64891], "charge": 1, "orbital_gap_ev": [8.31, 8.36], "species": ["C", "C", "C", "O", "O", "H", "H", "H", "H", "H", "H", "H"], "coordinates": [[0.53703, -0.58897, -1.14470], [-0.73780, -0.27079, 1.03156], [-0.16804, 0.44110, -0.21022], [1.01391, 2.30110, 0.65265], [0.93458, 1.09742, 0.48543], [0.95011, -1.37426, -0.55924], [1.29775, -0.04768, -1.64436], [-0.11272, -1.10653, -1.89610], [-0.07455, -0.58988, 1.86967], [-1.23119, -1.34780, 0.76102], [-1.40532, 0.44014, 1.37989], [-1.00374, 1.04615, -0.72561]]}

Electronic energy for the records above, in order: -4143.80991; -1069.96989; -268.44541 a.u.